Entry 1:
66
Properties=species:S:1:pos:R:3 method="wB97M-V/def2-TZVPD" total_charge=+1 relative_energy_ev=0.989 spin_multiplicity=1 mol_weight_g_mol=758.31 homo_lumo_gap_ev="4.911 / 4.912"
Pb 1.23 -0.80 0.39
C -0.79 -1.92 4.83
N -0.11 -3.05 4.22
C 0.28 -3.05 2.94
N 0.95 -4.14 2.50
O -0.01 -2.09 2.19
H -1.27 -2.24 5.74
H -1.54 -1.53 4.14
H -0.09 -1.11 5.06
H 0.15 -3.82 4.82
H 1.31 -4.82 3.15
H 1.44 -4.07 1.62
S 3.07 -1.46 2.02
C 4.46 -0.37 1.91
C 5.63 -0.81 1.30
C 6.75 0.01 1.28
C 6.70 1.27 1.84
C 5.53 1.72 2.44
C 4.41 0.90 2.48
H 5.66 -1.80 0.86
H 7.66 -0.35 0.81
H 7.57 1.91 1.81
H 5.49 2.70 2.89
H 3.49 1.24 2.95
Cl -5.42 -1.58 3.83
C -4.25 -1.43 2.61
C -3.75 -0.16 2.29
C -2.80 -0.04 1.31
C -2.34 -1.19 0.61
C -1.45 -1.05 -0.44
C -2.85 -2.46 0.97
C -3.80 -2.58 1.94
H -4.12 0.71 2.81
H -2.41 0.93 1.05
H -1.25 -0.06 -0.84
H -1.20 -1.90 -1.06
H -2.49 -3.34 0.45
H -4.21 -3.55 2.21
C -1.20 -1.23 -6.31
C -1.51 -0.19 -5.26
C -0.70 0.93 -5.12
C -0.97 1.89 -4.16
C -2.05 1.72 -3.30
C -2.88 0.62 -3.45
C -2.61 -0.33 -4.42
S -2.48 2.93 -2.07
O -2.64 4.18 -2.74
O -3.53 2.34 -1.29
N -1.25 3.11 -1.02
C -0.02 3.83 -1.31
C 1.13 3.44 -0.37
C 1.24 1.95 -0.12
O 2.02 1.24 -0.79
O 0.51 1.44 0.81
H -0.92 -0.75 -7.25
H -2.05 -1.88 -6.50
H -0.36 -1.85 -6.00
H 0.15 1.06 -5.78
H -0.36 2.79 -4.12
H -3.75 0.54 -2.80
H -3.28 -1.17 -4.55
H -1.24 2.49 -0.21
H -0.19 4.90 -1.20
H 0.28 3.66 -2.34
H 0.99 3.92 0.59
H 2.06 3.77 -0.82


Entry 2:
70
Properties=species:S:1:pos:R:3 method="wB97M-V/def2-TZVPD" total_charge=+1 spin_multiplicity=1 mol_weight_g_mol=646.66 homo_lumo_gap_ev=7.173
C 4.44 0.48 0.08
C 3.66 -0.82 -0.13
C 4.11 -1.39 -1.51
C 3.88 -1.90 0.95
C 3.88 -1.40 2.40
C 3.97 -2.58 3.40
C 2.69 -0.49 2.71
O 1.43 -1.19 2.63
C 0.52 -0.57 1.79
C -0.05 -1.30 0.79
C -0.95 -0.78 -0.12
C -1.51 -1.72 -1.16
C -2.37 -2.85 -0.52
C -3.89 -2.55 -0.56
C -4.57 -2.58 0.83
C -5.56 -1.42 0.96
N -5.82 -1.07 2.38
C -1.27 0.56 0.02
C -0.71 1.31 1.05
C 0.16 0.75 1.92
C -1.12 2.76 1.16
O -1.13 3.38 2.21
C -1.48 3.40 -0.17
F -1.24 4.69 -0.24
C -1.99 2.71 -1.18
S -2.38 3.37 -2.79
O -3.41 4.35 -2.64
O -2.79 2.37 -3.72
C -0.92 4.24 -3.56
F -1.37 4.65 -4.74
F -0.65 5.34 -2.85
C 0.35 3.36 -3.83
F 0.04 2.13 -4.23
F 0.98 3.93 -4.88
C 1.40 3.30 -2.70
F 0.96 2.64 -1.61
F 2.43 2.59 -3.18
F 1.87 4.48 -2.34
C -2.24 1.23 -0.92
O -3.19 0.68 -1.42
H 3.93 1.29 -0.44
H 4.52 0.81 1.13
H 5.45 0.45 -0.32
H 2.57 -0.67 -0.24
H 4.06 -0.56 -2.22
H 5.18 -1.63 -1.44
H 3.51 -2.24 -1.83
H 3.12 -2.69 0.89
H 4.85 -2.38 0.77
H 4.77 -0.79 2.56
H 5.03 -2.72 3.65
H 3.47 -2.33 4.35
H 3.58 -3.52 3.00
H 2.73 0.41 2.10
H 2.84 -0.15 3.75
H 0.22 -2.35 0.69
H -0.66 -2.20 -1.67
H -2.07 -1.22 -1.95
H -2.02 -3.04 0.50
H -2.18 -3.74 -1.13
H -3.99 -1.54 -0.97
H -4.37 -3.20 -1.29
H -3.76 -2.50 1.57
H -5.06 -3.53 1.04
H -5.16 -0.53 0.46
H -6.52 -1.64 0.49
H -4.94 -0.69 2.73
H -6.44 -0.26 2.38
H 0.61 1.33 2.73
K 0.59 -2.23 4.41


Entry 3:
61
Properties=species:S:1:pos:R:3 method="wB97M-V/def2-TZVPD" total_charge=+1 spin_multiplicity=5 mol_weight_g_mol=477.36 homo_lumo_gap_ev="6.787 / 4.443"
C -0.31 2.67 3.03
N -0.65 1.60 2.11
C -1.61 1.75 1.05
C -1.30 2.84 -0.03
C 0.18 2.92 -0.39
C -1.72 4.19 0.56
C -2.08 2.54 -1.31
N -1.66 0.38 0.52
C -1.50 -0.52 1.66
C -1.03 -1.92 1.34
C -2.03 -2.69 0.51
C -3.28 -2.96 1.08
C -4.30 -3.51 0.30
C -4.06 -3.82 -1.04
C -2.79 -3.62 -1.59
C -1.75 -3.11 -0.79
C -0.53 0.27 2.51
O 0.29 -0.16 3.32
H 0.23 2.23 3.87
H 0.37 3.37 2.54
H -1.20 3.19 3.39
H -2.61 1.97 1.48
H 0.51 2.09 -1.03
H 0.35 3.84 -0.97
H 0.82 2.96 0.50
H -2.72 4.13 1.01
H -1.02 4.54 1.32
H -1.75 4.94 -0.24
H -3.14 2.33 -1.12
H -2.02 3.43 -1.96
H -1.64 1.70 -1.88
H -2.54 0.20 0.01
H -2.46 -0.56 2.22
H -0.05 -1.89 0.84
H -0.87 -2.42 2.31
H -3.45 -2.70 2.13
H -5.28 -3.69 0.75
H -4.87 -4.23 -1.66
H -2.59 -3.87 -2.63
H -0.74 -3.00 -1.19
O 7.91 -1.66 -1.44
C 6.75 -1.64 -1.31
Fe 5.10 -1.11 -1.20
C 5.40 0.28 -0.15
O 5.46 1.29 0.43
C 5.15 0.05 -2.50
O 5.12 0.94 -3.27
C 0.45 -0.18 -0.65
C 0.68 -0.67 -1.94
C 1.85 -1.24 -2.46
C 2.90 -1.92 -1.81
C 3.17 -1.84 -0.41
C 2.69 -0.75 0.40
C 1.48 -0.07 0.30
H -0.53 0.33 -0.42
H -0.14 -0.59 -2.65
H 1.86 -1.30 -3.55
H 3.40 -2.73 -2.37
H 3.46 -2.77 0.13
H 3.30 -0.50 1.28
H 1.35 0.68 1.09


Entry 4:
64
Properties=species:S:1:pos:R:3 method="wB97M-V/def2-TZVPD" total_charge=+3 relative_energy_ev=0.000 spin_multiplicity=2 mol_weight_g_mol=742.51 homo_lumo_gap_ev="6.668 / 6.016"
Os -0.92 -0.62 -0.07
O 0.09 0.48 1.51
N 1.47 0.42 1.42
C 2.17 1.19 2.28
C 3.54 1.15 2.27
C 4.18 0.32 1.35
C 3.44 -0.44 0.47
C 2.05 -0.39 0.51
S 1.07 -1.31 -0.63
H 1.58 1.81 2.94
H 4.09 1.76 2.96
H 5.27 0.28 1.33
H 3.92 -1.08 -0.27
S -3.86 0.83 -6.77
N -3.77 -0.56 -5.97
C -3.16 -0.31 -4.83
C -2.89 -1.28 -3.78
C -3.25 -2.63 -3.82
C -2.93 -3.43 -2.74
C -2.27 -2.89 -1.65
N -1.92 -1.60 -1.60
C -2.22 -0.81 -2.66
C -1.80 0.56 -2.53
N -1.14 0.88 -1.38
C -0.72 2.14 -1.20
C -0.93 3.13 -2.14
C -1.60 2.82 -3.31
C -2.05 1.51 -3.52
C -2.75 1.04 -4.70
N -3.07 1.79 -5.75
H -3.77 -3.03 -4.69
H -3.19 -4.48 -2.73
H -2.01 -3.49 -0.79
H -0.20 2.33 -0.27
H -0.58 4.13 -1.94
H -1.78 3.57 -4.07
C -1.62 -5.07 4.24
C -1.05 -3.84 3.55
C -2.14 -3.01 2.87
C -1.60 -1.73 2.22
Ge -0.75 -0.28 3.30
C -1.89 1.22 3.76
C -3.17 0.82 4.51
C -2.95 0.28 5.92
C -1.92 -0.83 6.00
H -0.83 -5.65 4.71
H -2.15 -5.71 3.54
H -2.33 -4.78 5.03
H -0.31 -4.15 2.80
H -0.50 -3.23 4.27
H -2.92 -2.73 3.58
H -2.63 -3.62 2.11
H -2.46 -1.26 1.70
H -0.78 -2.10 1.51
H 0.62 -0.56 3.91
H -2.13 1.69 2.80
H -1.30 1.94 4.34
H -3.73 0.09 3.92
H -3.81 1.71 4.56
H -3.90 -0.08 6.31
H -2.65 1.10 6.58
H -2.04 -1.55 5.16
H -2.04 -1.47 6.88
H -0.89 -0.47 6.05


Entry 5:
65
Properties=species:S:1:pos:R:3 method="wB97M-V/def2-TZVPD" total_charge=+1 relative_energy_ev=0.249 spin_multiplicity=5 mol_weight_g_mol=615.63 homo_lumo_gap_ev="8.304 / 7.971"
Ru 0.39 1.26 0.85
C -0.85 4.23 1.21
C -1.20 3.67 -0.18
N -1.57 2.25 -0.10
C -2.79 1.96 0.67
C -2.67 0.67 1.49
N -1.39 0.55 2.20
C -1.22 1.30 3.46
C -1.14 2.81 3.25
N -0.29 3.19 2.10
H -1.74 4.66 1.68
H -0.14 5.04 1.10
H -0.33 3.73 -0.83
H -1.99 4.28 -0.63
H -1.67 1.89 -1.04
H -3.66 1.86 0.01
H -3.01 2.81 1.31
H -2.73 -0.19 0.82
H -3.52 0.61 2.18
H -1.20 -0.42 2.39
H -0.29 0.94 3.90
H -2.02 1.08 4.17
H -0.76 3.26 4.17
H -2.14 3.22 3.10
H 0.63 3.46 2.42
O 2.01 2.20 -0.72
C 2.65 1.17 -0.74
C 2.67 0.24 -1.91
C 3.67 0.34 -2.86
C 3.67 -0.52 -3.96
C 2.67 -1.47 -4.09
C 1.67 -1.57 -3.13
C 1.66 -0.72 -2.03
P 0.36 -0.86 -0.74
C -1.10 -1.44 -1.66
C -1.75 -0.54 -2.50
C -2.86 -0.93 -3.24
C -3.32 -2.24 -3.14
C -2.67 -3.14 -2.32
C -1.56 -2.75 -1.59
C 0.88 -2.24 0.30
C 0.01 -2.68 1.30
C 0.40 -3.65 2.21
C 1.69 -4.17 2.14
C 2.57 -3.73 1.16
C 2.16 -2.77 0.24
H 4.45 1.08 -2.75
H 4.45 -0.44 -4.70
H 2.66 -2.13 -4.95
H 0.89 -2.31 -3.25
H -1.37 0.47 -2.62
H -3.34 -0.22 -3.90
H -4.18 -2.55 -3.72
H -3.01 -4.16 -2.26
H -1.05 -3.47 -0.96
H -1.01 -2.30 1.35
H -0.28 -3.99 2.97
H 2.01 -4.92 2.86
H 3.57 -4.13 1.11
H 2.86 -2.43 -0.51
O 1.95 0.05 2.17
S 3.04 1.01 1.95
O 2.51 2.36 1.96
O 3.36 0.68 0.28
O 4.29 0.73 2.55


Entry 6:
64
Properties=species:S:1:pos:R:3 method="wB97M-V/def2-TZVPD" total_charge=0 relative_energy_ev=3.419 spin_multiplicity=1 mol_weight_g_mol=499.59 homo_lumo_gap_ev=8.749 smiles="COc1cc(C(=O)N2CCN(S(=O)(=O)c3ccc(C)cc3)CC2)ccc1OCc1c(C)noc1C"
C 1.69 1.07 3.28
H 2.43 0.45 3.80
O 2.25 1.70 2.14
C 2.70 0.89 1.14
C 2.66 -0.49 1.20
C 3.11 -1.28 0.15
C 3.75 -0.69 -0.93
C 3.82 0.69 -0.99
C 3.24 1.50 -0.02
O 3.28 2.84 -0.26
C 2.17 3.63 0.14
C 0.86 3.11 -0.38
C 0.58 2.56 -1.60
O -0.73 2.26 -1.65
N -1.32 2.59 -0.47
C -0.39 3.09 0.30
C -0.70 3.57 1.67
H -1.72 3.31 1.92
H -0.02 3.11 2.38
H -0.57 4.65 1.72
C 1.41 2.27 -2.79
H 0.86 2.50 -3.70
H 2.33 2.86 -2.75
H 1.67 1.22 -2.80
H 2.12 3.73 1.23
H 2.38 4.61 -0.30
H 4.29 1.18 -1.83
H 4.18 -1.29 -1.71
C 2.74 -2.71 0.30
O 3.07 -3.38 1.26
N 1.91 -3.23 -0.66
C 1.40 -2.52 -1.82
H 1.80 -2.99 -2.73
C -0.14 -2.57 -1.83
N -0.65 -2.61 -0.48
S -0.58 -1.13 0.33
O -0.23 -1.34 1.70
O 0.20 -0.20 -0.44
C -2.30 -0.66 0.25
C -3.12 -0.96 1.32
C -4.46 -0.63 1.26
C -4.99 0.01 0.14
C -4.14 0.30 -0.93
C -2.80 -0.04 -0.88
H -2.14 0.21 -1.69
H -4.54 0.80 -1.80
C -6.44 0.37 0.07
H -6.96 -0.30 -0.62
H -6.91 0.29 1.05
H -6.56 1.39 -0.30
H -5.10 -0.85 2.10
H -2.69 -1.44 2.18
C -0.25 -3.81 0.25
H -0.15 -3.52 1.30
C 1.09 -4.36 -0.28
H 0.94 -5.00 -1.15
H 1.61 -4.92 0.50
H -1.04 -4.56 0.15
H -0.53 -1.68 -2.30
H -0.51 -3.45 -2.36
H 1.73 -1.48 -1.78
H 2.21 -0.98 2.04
H 0.82 0.45 3.01
H 1.37 1.88 3.94